[1]
{
  "formula": "C2H2Cl2Si",
  "method": "ωB97M-V/def2-TZVPD",
  "charge": 0,
  "mol_weight_g_mol": 125.03,
  "energy_ha": -1287.2703,
  "relative_energy_kcal_mol": 31.99,
  "e_homo_ev": -9.377,
  "elements": ["C", "C", "Si", "Cl", "Cl", "H", "H"],
  "positions_angstrom": [[0.044, 0.410, 0.455], [-0.087, -0.409, -0.408], [-2.989, -0.138, -0.942], [-3.380, 1.474, 0.246], [-2.979, -1.787, 0.390], [0.081, 1.155, 1.222], [-0.079, -1.163, -1.166]],
  "forces_ev_per_angstrom": [[-0.2, 0.3, 0.2], [0.4, -0.3, -0.3], [0.3, -0.8, -0.4], [-0.2, 0.5, 0.6], [-0.2, 0.3, -0.1], [0.0, -0.2, -0.2], [0.0, 0.1, 0.2]],
  "mulliken_charge": [-0.207, -0.577, 0.345, -0.185, -0.207, 0.377, 0.454]
}

---

[2]
{
  "formula": "C33H76ClN2O2P",
  "method": "ωB97M-V/def2-TZVPD",
  "charge": 2,
  "mol_weight_g_mol": 599.41,
  "energy_ha": -2363.9580,
  "relative_energy_kcal_mol": 17.57,
  "e_homo_ev": -13.778,
  "elements": ["C", "C", "C", "C", "P", "C", "C", "C", "C", "C", "C", "C", "C", "C", "C", "C", "C", "H", "H", "H", "H", "H", "H", "H", "H", "H", "H", "H", "H", "H", "H", "H", "H", "H", "H", "H", "H", "H", "H", "H", "H", "H", "H", "H", "H", "H", "H", "H", "H", "H", "H", "H", "H", "C", "O", "C", "C", "N", "H", "H", "C", "C", "O", "C", "H", "H", "H", "H", "H", "H", "H", "H", "H", "H", "H", "H", "H", "H", "C", "C", "C", "C", "N", "C", "C", "C", "C", "C", "C", "C", "H", "H", "H", "H", "H", "H", "H", "H", "H", "H", "H", "H", "H", "H", "H", "H", "H", "H", "H", "H", "H", "H", "H", "H", "Cl"],
  "positions_angstrom": [[5.073, 0.618, 5.753], [5.474, 0.091, 4.357], [4.327, -0.013, 3.352], [3.777, 1.313, 2.887], [2.068, 1.175, 2.403], [1.811, -0.129, 1.178], [2.755, -0.187, -0.048], [2.789, -1.523, -0.725], [3.732, -1.442, -1.937], [1.434, 2.609, 1.612], [2.227, 3.956, 1.836], [3.286, 4.055, 0.746], [4.408, 5.018, 1.060], [1.200, 0.833, 3.940], [1.341, 1.960, 4.962], [0.758, 1.513, 6.310], [0.484, 2.561, 7.383], [4.290, -0.067, 6.102], [4.848, 1.690, 5.859], [5.977, 0.418, 6.363], [5.843, -0.942, 4.477], [6.268, 0.734, 3.863], [3.496, -0.606, 3.797], [4.589, -0.555, 2.441], [4.463, 1.571, 2.032], [3.835, 2.144, 3.625], [0.758, 0.024, 0.914], [1.778, -1.100, 1.718], [3.711, 0.033, 0.361], [2.455, 0.599, -0.754], [1.747, -1.914, -0.961], [3.226, -2.176, 0.047], [4.408, -2.281, -2.138], [4.349, -0.536, -1.782], [3.185, -1.264, -2.834], [0.396, 2.599, 1.954], [1.330, 2.397, 0.540], [2.617, 3.989, 2.864], [1.577, 4.800, 1.809], [2.704, 4.410, -0.132], [3.716, 3.064, 0.452], [4.052, 6.113, 1.146], [5.154, 4.889, 0.316], [4.863, 4.732, 1.967], [1.483, -0.165, 4.337], [0.182, 0.707, 3.644], [0.734, 2.713, 4.520], [2.366, 2.321, 5.087], [1.493, 0.814, 6.725], [-0.132, 0.856, 6.157], [1.395, 3.115, 7.530], [0.200, 2.122, 8.328], [-0.300, 3.286, 7.115], [1.612, -4.832, -2.676], [0.717, -4.966, -1.587], [1.009, -4.499, -0.300], [-0.157, -5.040, 0.513], [-1.403, -4.592, -0.101], [-1.552, -3.525, 0.087], [-1.276, -4.644, -1.074], [-2.549, -5.497, 0.284], [-3.874, -4.997, -0.306], [-3.648, -4.816, -1.661], [-4.819, -5.015, -2.439], [2.389, -5.536, -2.508], [1.971, -3.823, -2.865], [1.045, -5.083, -3.597], [0.900, -3.423, -0.260], [1.986, -4.858, 0.120], [-0.156, -4.502, 1.494], [-0.200, -6.146, 0.623], [-2.638, -5.543, 1.410], [-2.314, -6.429, -0.131], [-4.272, -4.039, 0.086], [-4.654, -5.793, 0.043], [-5.734, -4.489, -2.131], [-5.010, -6.100, -2.391], [-4.542, -4.726, -3.429], [-3.319, 4.673, -6.024], [-4.146, 3.979, -4.953], [-3.364, 2.668, -4.519], [-3.826, 2.052, -3.212], [-3.333, 0.667, -2.948], [-4.067, -0.473, -3.718], [-5.393, -0.634, -2.943], [-5.165, 0.037, -1.600], [-3.669, 0.343, -1.515], [-1.827, 0.557, -3.064], [-0.962, 1.405, -2.095], [0.542, 1.196, -2.419], [-2.325, 5.066, -5.793], [-3.906, 5.487, -6.481], [-3.157, 3.969, -6.822], [-5.111, 3.658, -5.341], [-4.279, 4.662, -4.108], [-2.285, 2.958, -4.559], [-3.399, 1.894, -5.331], [-4.929, 2.034, -3.206], [-3.595, 2.782, -2.448], [-3.445, -1.356, -3.753], [-4.124, -0.132, -4.756], [-5.544, -1.714, -2.870], [-6.228, -0.273, -3.568], [-5.452, -0.581, -0.710], [-5.779, 0.957, -1.513], [-3.115, -0.550, -1.184], [-3.387, 1.228, -0.937], [-1.583, 0.662, -4.143], [-1.683, -0.507, -2.842], [-1.064, 0.958, -1.100], [-1.333, 2.462, -2.104], [1.126, 2.075, -2.130], [0.804, 1.093, -3.477], [0.839, 0.264, -1.887], [-1.346, -1.592, 0.313]],
  "forces_ev_per_angstrom": [[1.2, -0.9, -0.3], [0.3, 0.6, -0.9], [-1.1, -0.9, 0.8], [1.4, 1.3, -0.9], [1.1, -1.1, -0.3], [-0.7, -0.9, 0.6], [-1.7, 1.1, 0.8], [-0.2, -1.2, 0.1], [0.5, 0.6, 0.5], [-0.5, 1.6, -0.2], [0.0, -1.9, 0.5], [-0.6, 0.1, -0.7], [-1.4, 1.5, -0.3], [0.8, -0.9, 0.1], [-0.5, -0.6, 0.4], [-0.3, -1.2, 0.3], [-0.2, 0.5, -0.8], [-0.1, 0.6, 0.3], [-0.2, -0.5, -0.3], [-0.7, 0.3, 0.1], [0.2, 0.6, 0.0], [-0.6, -0.8, 0.8], [0.6, 0.1, 0.0], [0.4, -0.2, 0.2], [-1.0, 0.4, 0.6], [0.1, -0.6, -0.4], [0.0, -0.2, -0.3], [0.2, 0.4, -0.3], [1.2, 0.3, -0.2], [0.4, -0.1, 0.3], [1.3, 0.7, 0.2], [-0.3, -0.3, -0.4], [-0.3, 0.0, 0.4], [0.0, -0.6, -0.3], [-0.5, 0.2, -0.8], [-0.2, 0.5, 0.2], [0.3, 0.0, 0.1], [0.2, -0.2, -0.3], [-0.7, 0.6, -0.3], [0.6, -0.3, 0.1], [-0.4, 0.6, 0.4], [0.7, -1.7, -0.2], [0.7, 0.5, -0.8], [0.5, -0.2, 1.3], [0.2, 0.6, -0.3], [-1.0, 0.0, 0.0], [-0.4, 1.4, 0.0], [-0.2, -0.1, 0.0], [0.0, 0.0, 0.1], [0.4, 0.7, -0.1], [0.4, 0.4, 0.3], [0.0, -0.3, 0.2], [0.2, -0.3, -0.1], [-1.0, 0.2, -0.5], [-0.6, -0.1, -0.7], [0.0, -0.8, 0.2], [0.6, 0.5, 1.7], [-1.3, 0.4, 1.4], [0.0, -0.8, 0.1], [0.1, -0.2, -2.0], [-0.9, 2.6, 1.5], [-0.6, -0.7, 1.7], [-0.6, 0.1, -0.4], [0.1, -1.2, 0.2], [1.1, -0.4, -0.3], [0.2, 0.2, 0.5], [0.3, -0.2, 0.7], [0.4, 0.3, 0.1], [-0.7, 0.3, -0.4], [0.2, -0.9, -0.4], [0.3, 0.8, -0.1], [0.4, 0.0, -1.2], [0.2, -1.5, -0.4], [0.5, -0.4, 0.4], [1.1, 1.0, -1.2], [0.4, 0.2, 0.3], [-0.4, 0.4, -0.4], [-0.1, 0.1, -0.7], [-0.8, 0.5, -1.0], [1.3, -1.1, 0.6], [0.6, 0.2, -1.4], [-1.1, 0.8, -1.4], [1.2, -0.5, 1.2], [0.1, 2.0, -0.3], [0.3, -0.9, -1.4], [-0.9, 0.4, 1.8], [-0.8, 0.0, -0.2], [0.2, -0.8, -0.8], [-0.5, -0.1, -0.8], [-0.3, 0.0, 0.0], [-0.3, -0.1, 0.7], [0.3, -0.2, 0.2], [0.1, -0.4, -0.5], [-0.1, 0.3, 0.0], [-0.2, -0.3, 0.1], [-0.6, -0.3, 0.7], [-0.4, 0.7, 0.4], [0.4, -0.3, -0.2], [0.5, -0.5, 0.8], [0.3, -0.1, 0.6], [-0.4, 0.0, 0.2], [-0.2, 0.1, 0.3], [0.3, 0.2, 0.7], [0.2, 0.4, -0.9], [0.4, -0.5, 0.0], [0.1, 0.4, -0.2], [-0.2, -0.5, 0.2], [0.0, 0.4, 0.7], [0.4, 0.2, 0.1], [-0.4, 0.4, 0.0], [0.7, -0.8, 0.0], [0.0, -0.3, 0.5], [-0.4, -0.2, 0.0], [0.1, 0.8, -0.5], [0.1, 0.0, -0.1]],
  "mulliken_charge": [-1.039, -0.687, -0.860, -0.650, 0.401, -0.192, -1.634, 0.218, -1.677, -0.656, -1.123, 0.099, -1.569, -1.326, -0.259, -0.601, -1.397, 0.241, 0.263, 0.408, 0.390, 0.302, 0.426, 0.226, 0.730, 0.701, -0.549, 0.570, 1.024, 0.378, -0.138, 0.521, 0.374, 0.448, 0.342, 0.692, 0.028, 0.389, 0.612, 0.382, 0.040, 0.328, 0.441, 0.356, 0.619, 0.957, 0.456, 0.230, 0.294, 0.377, 0.339, 0.401, 0.339, -0.731, -0.388, 0.922, -0.861, 0.463, -0.309, 0.428, -0.668, -0.463, -0.257, -0.901, 0.326, 0.221, 0.255, -0.862, 0.542, 0.364, 0.366, 0.322, 0.450, 0.314, 0.375, 0.319, 0.373, 0.257, -1.397, -0.302, -0.742, -0.908, 0.180, -0.489, -0.515, -0.684, -0.054, -1.230, 0.029, -0.910, 0.357, 0.387, 0.350, 0.358, 0.355, 0.320, 0.260, 0.474, 0.482, 0.421, 0.455, 0.152, 0.324, 0.468, 0.296, -0.276, 0.534, 0.518, 0.560, 0.047, 0.428, 0.306, 0.547, -0.173, -0.775]
}